[1]
{"formula": "C17H30BiN10O5S", "method": "the ωB97M-V functional and the def2-TZVPD basis", "elements": ["Bi", "N", "C", "N", "C", "N", "N", "C", "N", "C", "C", "C", "C", "C", "N", "H", "H", "H", "H", "H", "H", "H", "H", "N", "C", "O", "C", "C", "H", "H", "H", "H", "H", "H", "N", "C", "C", "C", "N", "C", "C", "N", "C", "H", "H", "H", "H", "H", "H", "H", "H", "H", "H", "H", "H", "H", "H", "H", "H", "O", "S", "O", "O", "O"], "coordinates": [[0.883574, 0.999084, 0.261080], [-2.062057, 2.990422, 1.161279], [-1.800655, 2.269188, 2.269633], [-2.717820, 2.253229, 3.224705], [-2.417247, 1.506155, 4.289641], [-3.271213, 1.506715, 5.313669], [-1.319860, 0.727458, 4.401217], [-0.480766, 0.808999, 3.393706], [-0.633724, 1.591270, 2.323560], [0.725190, -0.066913, 3.439630], [1.009226, -0.800114, 4.580829], [2.132347, -1.612034, 4.594111], [2.937002, -1.672889, 3.469255], [2.582097, -0.925638, 2.358389], [1.500760, -0.144392, 2.345933], [-2.848803, 3.616105, 1.197244], [-1.328833, 3.177502, 0.499256], [-4.092147, 2.083743, 5.273801], [-3.056435, 0.974379, 6.137242], [0.351198, -0.721832, 5.432728], [2.375001, -2.192742, 5.473854], [3.824978, -2.287992, 3.446158], [3.156675, -0.941068, 1.438834], [4.798741, 0.394304, -1.205015], [3.564941, 1.019609, -0.870731], [2.638958, 0.066162, -0.555765], [3.743511, 2.025934, 0.273733], [2.403913, 2.556811, 0.789993], [4.619486, -0.346106, -1.874807], [5.431545, 1.060855, -1.633117], [4.377799, 2.840075, -0.081055], [4.281964, 1.490617, 1.054909], [2.106819, 3.454147, 0.248918], [2.427878, 2.762724, 1.857714], [-3.009843, -0.846944, -0.978410], [-3.211724, -1.959524, -1.929931], [-3.170325, -1.403518, -3.355643], [-1.767950, -0.961158, -3.771530], [-1.351304, 0.202289, -2.935913], [-0.762188, -2.117750, -3.615935], [-0.727310, -2.695436, -2.199666], [-0.093922, -1.733739, -1.278342], [-2.157697, -3.057161, -1.763043], [-1.640759, -0.016593, -1.954052], [-2.915694, -1.198967, -0.033189], [-3.825344, -0.241657, -0.989697], [-4.190367, -2.422828, -1.767294], [-3.876839, -0.572307, -3.450905], [-3.502350, -2.180994, -4.044731], [-1.773085, -0.643654, -4.813865], [-1.794036, 1.068918, -3.232346], [-0.321588, 0.336887, -2.965369], [0.241983, -1.786992, -3.892955], [-1.063713, -2.901240, -4.311954], [-0.157076, -3.630772, -2.233463], [0.738355, -1.333373, -1.711848], [0.221211, -2.218725, -0.445311], [-2.135978, -3.386917, -0.719636], [-2.484558, -3.907440, -2.366188], [3.131778, 1.856542, -2.073300], [1.738178, 1.828759, -2.770792], [1.429977, 0.431937, -3.095467], [0.751176, 2.327708, -1.739795], [1.836950, 2.700878, -3.889961]], "forces_ev_per_angstrom": [[0.11, 0.08, -0.18], [0.06, -0.05, 0.05], [0.07, -0.05, 0.20], [-0.09, 0.09, 0.02], [0.03, 0.01, -0.14], [0.00, -0.01, 0.02], [0.08, -0.09, 0.12], [-0.24, 0.18, -0.05], [0.10, -0.03, 0.03], [0.17, -0.19, 0.10], [-0.01, 0.06, -0.01], [0.05, -0.02, -0.03], [-0.03, 0.02, 0.05], [0.00, 0.00, -0.02], [-0.11, 0.03, 0.18], [0.01, 0.01, -0.04], [-0.03, 0.10, 0.01], [0.00, 0.00, 0.01], [-0.02, -0.01, 0.00], [0.00, 0.02, -0.01], [0.00, 0.02, 0.01], [0.00, 0.00, -0.03], [0.01, -0.01, 0.02], [-0.27, 0.11, -0.14], [0.27, -0.44, 0.48], [-0.19, 0.30, -0.09], [-0.11, 0.04, -0.26], [0.04, 0.07, -0.17], [0.02, 0.01, 0.00], [0.03, -0.02, 0.07], [0.02, 0.01, 0.09], [0.00, -0.01, 0.02], [-0.05, 0.01, 0.07], [-0.07, -0.02, 0.00], [-0.06, 0.07, -0.05], [0.08, -0.03, -0.05], [-0.03, 0.10, 0.07], [0.00, -0.64, -0.16], [0.08, 0.06, 0.21], [0.03, 0.38, 0.22], [-0.29, 0.00, -0.10], [0.00, -0.11, -0.20], [0.25, 0.14, 0.27], [-0.01, 0.11, -0.06], [0.07, 0.01, 0.01], [-0.04, -0.06, 0.07], [0.00, -0.02, -0.07], [-0.01, -0.02, -0.04], [0.00, 0.03, -0.06], [0.05, 0.10, 0.04], [-0.03, 0.00, -0.01], [0.28, 0.04, -0.15], [-0.06, 0.02, -0.13], [0.02, 0.01, -0.04], [-0.01, 0.01, -0.08], [0.09, -0.15, 0.03], [-0.03, 0.00, 0.02], [-0.07, -0.07, -0.02], [0.01, -0.06, 0.07], [0.18, 0.06, 0.11], [-0.16, 0.22, -0.25], [-0.39, -0.02, 0.18], [0.24, -0.47, -0.21], [-0.02, 0.11, 0.04]], "lowdin_charge": [1.8056, 0.1796, -0.4484, 0.1814, -0.4261, 0.1876, 0.1805, -0.2916, 0.0350, -0.1935, 0.0116, -0.0227, -0.0184, -0.0973, -0.0230, 0.1153, 0.0876, 0.1170, 0.1163, 0.1150, 0.1207, 0.1192, 0.1091, 0.1348, -0.7054, -0.3535, -0.1825, -0.2883, 0.1011, 0.1024, 0.1273, 0.1142, 0.0533, 0.0527, 0.0315, -0.3619, -0.1034, -0.2600, 0.1920, -0.0899, -0.3569, 0.0205, -0.1091, 0.0922, 0.0887, 0.0943, 0.1390, 0.1240, 0.1318, 0.1553, 0.1691, 0.0685, 0.1202, 0.1326, 0.1409, 0.0361, 0.0784, 0.1187, 0.1267, -0.1895, 0.3994, -0.3459, -0.5190, -0.2409], "homo_ha": -0.4208, "charge": 1}

---

[2]
{"formula": "C17H30BrF5O5PS", "method": "the ωB97M-V functional and the def2-TZVPD basis", "elements": ["C", "C", "C", "Br", "C", "O", "C", "C", "C", "C", "C", "F", "F", "C", "F", "F", "F", "C", "O", "C", "C", "O", "O", "P", "S", "H", "H", "H", "H", "H", "H", "H", "H", "H", "H", "H", "H", "H", "H", "H", "H", "H", "H", "H", "H", "C", "C", "O", "C", "C", "H", "H", "H", "H", "H", "H", "H", "H", "H", "H"], "coordinates": [[0.399641, 3.346490, -3.161773], [-0.767898, 2.461179, -2.463485], [-0.288101, 0.902911, -2.357400], [-0.479584, 0.159527, -4.200044], [-1.334593, 0.207881, -1.345062], [-1.309605, -1.221884, -1.291832], [-0.169429, -1.798983, -0.657703], [1.123889, -2.010189, -1.630816], [0.831408, -3.016574, -2.847178], [2.171986, -3.513004, -3.587899], [3.062226, -2.349784, -4.219092], [3.914054, -2.988503, -5.204048], [2.338920, -1.355580, -4.923408], [4.051936, -1.603884, -3.193337], [5.362818, -1.589300, -3.785448], [3.735080, -0.222235, -3.009970], [4.200987, -2.288237, -1.966363], [0.316978, -1.129672, 0.710295], [1.628086, -0.523221, 0.583741], [1.957429, 0.295318, 1.735941], [1.856292, 1.848303, 1.332257], [0.722311, 2.427932, 1.513955], [2.990319, 2.447440, 0.845864], [0.502967, -2.533099, 2.020333], [-1.311240, -2.742796, 2.786405], [0.912079, 2.764121, -4.015255], [1.121051, 3.646654, -2.330413], [-0.062079, 4.277345, -3.647342], [-1.697478, 2.478682, -3.153178], [-1.037613, 2.813047, -1.412662], [0.783320, 0.945392, -1.971072], [-2.375403, 0.492112, -1.770537], [-1.263193, 0.762912, -0.350031], [-0.469593, -2.885647, -0.381809], [1.899422, -2.546267, -0.956098], [1.612892, -1.029397, -1.942017], [0.366183, -3.964392, -2.369930], [0.066235, -2.642398, -3.603497], [1.823732, -4.182623, -4.464571], [2.824489, -4.171276, -2.925014], [-0.409211, -0.387675, 1.184052], [3.069370, 0.100567, 1.989047], [1.292103, 0.134236, 2.649726], [0.881554, -3.785699, 1.440482], [1.328290, -2.110681, 3.116439], [-4.720863, 1.621596, 3.326020], [-3.954296, 0.774423, 4.327280], [-2.583241, 0.614396, 4.002779], [-1.801832, 1.800325, 3.932691], [-1.752718, 2.573191, 5.239847], [-4.611276, 1.216862, 2.316158], [-5.783430, 1.647734, 3.582573], [-4.356863, 2.651666, 3.305600], [-4.388161, -0.229354, 4.341086], [-4.060270, 1.171426, 5.342948], [-2.150644, 2.437016, 3.113086], [-0.787420, 1.489514, 3.670358], [-2.739055, 2.951332, 5.524142], [-1.080007, 3.429645, 5.151983], [-1.402951, 1.931181, 6.053196]], "forces_ev_per_angstrom": [[-0.75, -0.12, 0.39], [0.41, -0.72, -1.21], [-1.16, 1.98, 1.45], [0.32, 0.13, 0.95], [-0.51, 1.26, -1.49], [0.83, 0.78, 0.82], [1.42, -1.27, -0.02], [0.06, -0.64, 0.52], [0.10, -0.47, 0.79], [-0.88, 0.18, -0.73], [-0.07, -0.67, -1.18], [-1.61, 1.30, 1.85], [1.35, -2.13, 1.50], [2.53, 1.51, -0.03], [-2.93, 0.01, 1.59], [0.52, -3.95, -0.01], [-0.61, 1.90, -2.81], [1.29, 0.03, 0.20], [-1.36, -0.13, 0.48], [1.48, 1.50, 0.28], [2.06, 3.17, -1.22], [2.19, -1.80, -0.43], [-4.61, -3.05, 2.04], [-2.74, 0.74, 0.57], [0.31, -0.34, -0.08], [-0.72, 0.79, 1.54], [-0.71, -0.37, -1.39], [0.71, -1.22, 0.86], [1.34, -0.02, 1.33], [0.50, -0.27, -1.42], [-1.31, -0.58, -0.81], [1.63, -0.70, 0.68], [0.26, -1.01, -1.05], [0.04, 1.77, -0.54], [-1.16, 0.92, -1.05], [-0.86, -1.32, 0.34], [0.73, 1.39, -0.81], [1.21, -0.22, 1.05], [0.77, 1.21, 1.22], [-0.76, 1.15, -0.78], [0.69, -1.19, -0.61], [-1.85, 0.11, -0.36], [0.68, -0.07, -1.29], [0.71, 0.78, 0.08], [0.41, -0.43, -1.14], [0.03, 0.21, -0.09], [0.18, -0.03, -0.12], [-0.14, -0.18, 0.08], [0.11, 0.06, 0.03], [-0.21, 0.03, 0.14], [-0.02, -0.03, 0.10], [0.05, -0.03, -0.01], [-0.06, -0.03, 0.04], [0.24, -0.01, -0.02], [-0.06, 0.11, 0.01], [0.06, 0.04, 0.03], [-0.21, -0.08, -0.13], [0.06, 0.06, -0.02], [-0.01, -0.10, -0.05], [0.03, 0.03, -0.07]], "lowdin_charge": [-0.1307, -0.2895, -0.6009, 0.6982, -0.2296, -0.1377, -0.2960, -0.1318, -0.1753, -0.0856, -0.2855, 0.0106, 0.0266, -0.2957, 0.0544, 0.0871, 0.0874, -0.4124, -0.2131, -0.1549, -0.5673, -0.1145, -0.1939, 0.4151, 0.0382, 0.0579, 0.0839, 0.0680, 0.0927, 0.1145, 0.1121, 0.1415, 0.1294, 0.1310, 0.1236, 0.0949, 0.1236, 0.0788, 0.1367, 0.1302, 0.1230, 0.1333, 0.1028, -0.0204, -0.0138, -0.0857, -0.2870, -0.1832, -0.2721, -0.0822, 0.0811, 0.0706, 0.0643, 0.1162, 0.1019, 0.1100, 0.1034, 0.0596, 0.0779, 0.0784], "homo_ha": -0.1816, "charge": -1}

---

One value per record, in order, for E_LUMO: -3.1879; 2.4295 eV.
One value per record, in order, for HOMO-LUMO gap: 8.263; 7.371 eV.